1.
{
  "formula": "C30H45N15",
  "method": "the ωB97M-V functional and the def2-TZVPD basis",
  "homo_lumo_gap_ev": 11.83,
  "multiplicity": 1,
  "e_homo_ev": -11.39,
  "fmax_ev_per_a": 3.5,
  "elements": ["C", "C", "N", "H", "H", "H", "C", "C", "N", "H", "H", "H", "C", "C", "N", "H", "H", "H", "C", "C", "N", "H", "H", "H", "C", "C", "N", "H", "H", "H", "C", "C", "N", "H", "H", "H", "C", "C", "N", "H", "H", "H", "C", "C", "N", "H", "H", "H", "C", "C", "N", "H", "H", "H", "C", "C", "N", "H", "H", "H", "C", "C", "N", "H", "H", "H", "C", "C", "N", "H", "H", "H", "C", "C", "N", "H", "H", "H", "C", "C", "N", "H", "H", "H", "C", "C", "N", "H", "H", "H"],
  "positions_angstrom": [[14.35060, 15.20973, 17.75348], [13.94146, 15.00012, 16.41922], [13.63162, 14.84882, 15.32367], [14.56956, 14.17660, 18.10176], [13.62629, 15.72312, 18.25086], [15.28611, 15.75151, 17.80931], [18.84154, 17.08333, 26.14837], [18.49934, 18.01926, 25.09858], [18.27180, 18.87740, 24.34353], [18.63238, 15.96373, 25.94413], [18.42164, 17.38537, 27.08182], [19.93030, 17.08641, 26.27913], [11.83988, 11.61157, 7.29537], [11.43083, 12.92449, 7.61849], [11.11556, 13.95489, 8.04154], [11.50313, 11.30556, 6.25511], [11.40318, 10.83183, 7.95674], [12.93075, 11.50750, 7.38782], [13.63709, 7.78977, 15.28586], [14.44145, 8.06512, 16.45055], [15.23148, 8.18069, 17.30441], [12.56452, 8.19005, 15.37404], [13.53898, 6.72790, 15.05781], [14.06626, 8.34011, 14.52036], [16.21789, 10.68430, 10.88092], [14.85236, 10.52258, 10.23162], [13.82046, 10.33736, 9.78943], [16.83222, 10.89288, 10.02052], [16.47451, 9.72811, 11.36783], [16.12504, 11.51242, 11.58487], [10.06086, 7.35339, 14.07045], [10.94979, 6.36998, 13.50363], [11.73834, 5.67573, 13.03016], [10.62190, 7.95860, 14.78002], [9.28690, 6.80897, 14.56069], [9.70560, 8.11181, 13.31058], [15.96012, 11.71685, 17.68063], [17.38836, 11.64167, 17.63739], [18.54429, 11.74083, 17.63038], [15.62730, 11.96231, 18.71207], [15.59706, 10.69287, 17.60339], [15.70659, 12.39063, 16.91669], [8.90116, 10.62302, 16.19934], [10.02314, 9.85638, 16.81194], [10.96574, 9.26960, 17.11539], [8.31440, 9.79268, 15.66020], [9.41604, 11.15688, 15.43015], [8.23051, 11.21131, 16.87086], [17.56227, 15.00804, 21.18269], [18.67524, 15.15530, 22.12576], [19.55400, 15.17305, 22.89142], [16.65993, 15.52045, 21.59296], [17.38952, 13.92812, 21.10329], [17.80651, 15.32124, 20.18037], [21.02789, 13.75358, 19.19735], [20.45136, 15.05706, 19.24400], [19.98221, 16.08426, 19.24279], [20.27331, 13.01312, 18.79346], [21.36452, 13.46376, 20.16025], [21.86816, 13.81138, 18.54670], [10.05623, 14.25201, 11.30804], [9.84742, 12.88052, 11.84762], [9.48898, 11.92403, 12.34751], [10.53825, 14.97149, 11.94334], [9.04470, 14.50666, 11.00952], [10.61985, 14.23664, 10.36959], [16.63045, 18.93772, 21.31071], [15.94637, 17.88677, 20.56226], [15.40168, 17.04141, 20.05761], [17.16147, 18.37110, 22.11564], [16.07267, 19.82967, 21.66196], [17.37036, 19.42610, 20.68901], [13.56401, 7.73234, 11.34818], [12.75893, 8.64724, 12.16394], [11.91586, 9.30389, 12.64317], [13.62728, 6.72852, 11.77900], [14.56030, 8.07066, 11.36316], [13.36457, 7.82708, 10.30850], [18.00810, 8.89521, 14.81572], [17.80634, 8.18479, 13.54068], [17.53425, 7.66249, 12.56884], [17.86474, 9.99857, 14.62777], [19.04031, 8.86502, 15.26687], [17.25909, 8.59828, 15.52167], [12.91917, 12.33879, 13.26865], [14.15476, 11.94872, 13.91258], [15.22164, 11.64741, 14.27500], [12.55658, 11.47486, 12.73728], [13.05357, 13.30091, 12.71711], [12.19851, 12.55790, 14.05517]],
  "atomic_forces_ev_per_a": [[2.571, -2.266, -0.387], [-0.330, 0.234, -2.116], [-0.109, -0.141, 0.037], [-0.383, 0.802, 0.592], [-1.899, 1.124, 1.874], [0.082, 0.218, -0.082], [0.973, -2.352, -0.436], [-0.491, 1.634, -1.374], [0.303, -1.710, 1.243], [-0.139, 2.025, 0.012], [-0.518, 0.142, 0.558], [-0.122, 0.218, -0.085], [0.129, -2.656, -1.486], [-0.799, 2.072, 1.424], [0.294, -0.903, -0.705], [0.571, 0.573, 1.082], [0.183, 0.803, -0.108], [-0.365, 0.079, -0.161], [-2.909, -0.026, 1.125], [1.930, -0.358, 2.124], [-1.723, 0.072, -1.639], [1.691, -0.443, 0.266], [0.367, 0.074, 0.047], [0.836, 0.780, -1.862], [-2.210, -0.480, -0.813], [2.233, 0.098, 1.550], [-1.184, 0.004, -0.748], [0.806, 0.182, 0.162], [0.068, 0.532, -0.176], [0.382, -0.147, -0.033], [0.028, 1.283, -0.716], [1.025, -0.078, -0.839], [-0.487, 0.054, 0.345], [-0.078, -0.172, 0.235], [-0.902, 0.016, 0.410], [0.194, -1.206, 0.631], [0.000, -1.586, 2.016], [2.617, 0.642, 0.442], [-1.356, -0.395, -0.083], [0.273, 0.514, -0.701], [-0.399, 0.050, -0.790], [-1.145, 0.679, -0.950], [-0.498, -2.474, -0.010], [-0.314, 0.514, 0.158], [-0.354, 0.105, 0.037], [0.454, 1.454, 0.766], [-0.208, 0.961, -0.554], [0.935, -0.529, -0.524], [-0.476, -0.439, 0.891], [1.535, -0.036, 1.028], [-1.612, 0.102, -1.282], [0.721, -0.509, -0.549], [-0.282, 0.140, 0.167], [0.136, 0.577, -0.059], [-1.182, -1.203, -0.836], [0.411, -1.251, -0.014], [-1.043, 2.307, 0.014], [0.899, 0.754, 0.425], [0.230, -0.363, 0.954], [0.716, -0.242, -0.625], [-0.240, -1.384, -1.201], [0.628, 2.360, -0.266], [-0.223, -1.420, 0.545], [-0.127, 0.004, 0.702], [-0.084, 0.718, 0.142], [0.006, -0.260, 0.159], [0.840, -0.137, 0.445], [0.818, 3.123, 1.469], [-1.430, -2.267, -1.457], [-0.360, 1.059, -0.277], [-0.390, -1.208, 0.113], [0.470, -0.373, -0.309], [0.463, -0.014, 1.337], [-2.525, 0.753, -0.015], [2.237, -1.306, -0.640], [-0.642, 0.118, -0.342], [1.543, 0.558, 0.374], [-0.984, -0.317, -0.727], [1.162, 1.779, -0.446], [0.488, 0.961, 2.064], [-0.319, -0.681, -1.435], [-0.116, -1.067, 0.061], [-1.069, -0.574, -0.669], [-0.286, -0.299, 0.484], [-0.221, 0.977, 0.700], [2.535, -0.313, 0.191], [-1.870, 0.329, -0.350], [-0.240, 0.063, -0.664], [-0.008, -1.042, 0.117], [-0.134, 0.007, 0.021]]
}



2.
{
  "formula": "C30H45N4O4SbZr",
  "method": "the ωB97M-V functional and the def2-TZVPD basis",
  "homo_lumo_gap_ev": 5.69,
  "multiplicity": 1,
  "e_homo_ev": -6.89,
  "fmax_ev_per_a": 3.2,
  "elements": ["Zr", "N", "C", "C", "O", "N", "C", "C", "O", "O", "H", "H", "H", "H", "H", "H", "C", "C", "C", "C", "C", "C", "C", "C", "N", "C", "C", "C", "C", "N", "C", "C", "C", "C", "C", "C", "C", "C", "H", "H", "H", "H", "H", "H", "H", "H", "H", "H", "H", "H", "H", "H", "H", "H", "H", "H", "H", "H", "H", "H", "H", "H", "C", "C", "Sb", "C", "C", "C", "C", "H", "H", "H", "H", "H", "H", "H", "H", "H", "H", "H", "H", "H", "H", "H", "O"],
  "positions_angstrom": [[0.21747, -0.39619, 0.11148], [2.01922, -1.83349, 0.91869], [2.76728, -2.64838, -0.03445], [1.75318, -3.01645, -1.12646], [1.94643, -3.98172, -1.84681], [0.67249, -2.20176, -1.12515], [-0.58932, -2.82543, -1.47144], [-1.77125, -2.30684, -0.61806], [-2.87972, -2.57187, -1.01569], [-1.46844, -1.58273, 0.45203], [1.91638, -2.19689, 1.86440], [2.57128, -1.01574, 1.22263], [3.64307, -2.14298, -0.43737], [3.09294, -3.58846, 0.41044], [-0.87505, -2.67358, -2.51334], [-0.55458, -3.91058, -1.32850], [0.85026, 3.86545, 0.98846], [-0.58242, 3.79486, 0.52860], [-1.16096, 4.86740, -0.14492], [-2.48056, 4.79907, -0.55085], [-3.21739, 3.65232, -0.28821], [-2.67550, 2.55036, 0.36551], [-3.54011, 1.34785, 0.60990], [-1.34597, 2.65917, 0.76916], [-0.70156, 1.59401, 1.49074], [-0.96735, 1.49639, 2.72806], [-1.91350, 2.39431, 3.47870], [-0.31294, 0.39766, 3.50856], [-0.64096, 0.35352, 4.97608], [0.51499, -0.38121, 2.91213], [1.15742, -1.34919, 3.75844], [2.37749, -1.02620, 4.34402], [2.96027, 0.35522, 4.17074], [3.05532, -1.98258, 5.09686], [2.51135, -3.23879, 5.27714], [1.28167, -3.53410, 4.70135], [0.58601, -2.61943, 3.92442], [-0.73144, -2.98883, 3.31593], [1.35183, 4.72367, 0.54376], [1.40676, 2.96841, 0.70470], [0.92811, 3.96252, 2.07525], [-0.56168, 5.74766, -0.34331], [-2.93928, 5.62789, -1.07378], [-4.24749, 3.59701, -0.61847], [-4.52670, 1.52896, 0.18610], [-3.67843, 1.17353, 1.68302], [-3.14593, 0.43094, 0.18265], [-2.20555, 3.23797, 2.86239], [-1.45211, 2.76321, 4.39520], [-2.81389, 1.84650, 3.76490], [-1.71838, 0.42117, 5.12567], [-0.19887, 1.21889, 5.47541], [-0.27336, -0.54815, 5.44872], [2.86311, 0.71653, 3.14514], [4.01709, 0.36312, 4.43226], [2.45617, 1.08305, 4.81167], [4.01087, -1.72011, 5.53341], [3.02755, -3.98819, 5.86173], [0.83952, -4.51083, 4.85756], [-0.97202, -4.01866, 3.57393], [-0.78944, -2.88211, 2.23271], [-1.53235, -2.35250, 3.70686], [-2.14840, -1.45425, -5.86446], [-1.48976, -0.09187, -5.66567], [-0.33637, -0.13827, -3.82133], [1.19653, -1.42487, -4.70779], [1.68261, -1.19038, -6.13372], [0.61565, 1.80612, -3.93489], [1.01883, 2.36567, -5.29419], [-2.75520, -1.48367, -6.77314], [-2.79827, -1.70960, -5.02465], [-1.40264, -2.24879, -5.94931], [-2.24341, 0.69463, -5.58470], [-0.84574, 0.16068, -6.50922], [0.75940, -2.42393, -4.63235], [2.04240, -1.42182, -4.01553], [0.86439, -1.20856, -6.85564], [2.38847, -1.97062, -6.43438], [2.19697, -0.23633, -6.24479], [1.47304, 1.77011, -3.25517], [-0.11757, 2.46347, -3.45911], [1.78042, 1.75770, -5.77955], [1.42231, 3.37890, -5.20356], [0.16292, 2.41798, -5.96945], [-0.79754, 0.68307, -0.87814]],
  "atomic_forces_ev_per_a": [[-2.501, -0.387, 0.260], [1.759, 2.116, 1.630], [-0.546, -0.524, -0.175], [0.041, 0.229, -0.313], [-0.047, -0.159, 0.169], [-0.611, 0.287, 0.585], [-0.240, 0.006, -0.361], [0.190, -0.199, -1.122], [-0.266, 0.140, 0.733], [0.538, -0.247, 0.064], [-0.294, -0.949, -0.407], [0.405, -0.229, -0.388], [-0.043, 0.117, 0.013], [0.088, 0.042, -0.024], [-0.121, 0.011, 0.034], [0.162, 0.013, 0.004], [-0.012, 0.014, -0.017], [0.167, 0.072, -0.109], [0.021, -0.115, 0.071], [-0.018, -0.086, 0.038], [-0.033, 0.021, -0.116], [-0.081, 0.257, -0.200], [-0.050, 0.056, 0.301], [0.196, -0.097, 0.003], [0.090, 0.014, 0.399], [-0.480, 0.072, 0.005], [0.084, 0.085, -0.013], [0.489, -0.192, 0.009], [-0.014, -0.076, -0.098], [-0.730, 0.316, 0.549], [0.053, -0.414, -0.250], [0.287, 0.368, -0.071], [0.024, -0.057, -0.004], [-0.084, 0.118, -0.093], [-0.204, -0.013, -0.047], [0.085, -0.264, 0.138], [0.178, 0.179, -0.131], [-0.322, 0.020, 0.161], [-0.006, 0.003, 0.007], [-0.013, -0.012, -0.016], [-0.012, -0.027, -0.002], [-0.026, 0.014, -0.013], [0.012, 0.003, -0.002], [-0.008, -0.001, 0.002], [-0.008, -0.058, 0.013], [-0.012, -0.030, -0.059], [0.235, -0.038, -0.119], [-0.030, 0.018, 0.039], [-0.014, 0.003, -0.020], [0.025, -0.005, -0.014], [0.036, -0.024, -0.015], [0.023, -0.021, 0.006], [0.056, -0.075, 0.052], [-0.019, -0.001, -0.005], [-0.007, -0.004, 0.027], [-0.014, 0.006, -0.013], [0.003, -0.033, 0.018], [0.014, 0.013, 0.004], [0.040, -0.020, -0.029], [-0.056, 0.002, -0.027], [0.213, 0.076, -0.023], [0.008, -0.037, 0.004], [-0.016, -0.006, -0.056], [0.069, 0.173, 0.066], [-0.044, -0.311, -0.653], [0.045, 0.124, 0.037], [0.018, -0.031, -0.016], [-0.070, 0.042, -0.030], [-0.021, 0.023, -0.001], [-0.003, 0.000, 0.005], [0.010, 0.001, 0.003], [0.004, 0.003, 0.004], [-0.003, -0.007, 0.014], [-0.006, 0.023, -0.005], [0.039, -0.019, 0.085], [-0.019, -0.032, 0.038], [-0.019, 0.020, 0.016], [-0.013, -0.002, -0.001], [-0.015, 0.014, 0.008], [-0.010, -0.022, -0.007], [0.055, 0.009, 0.059], [0.000, -0.013, -0.002], [-0.015, 0.000, 0.003], [0.007, -0.022, -0.010], [1.403, -0.263, -0.595]]
}